# 1
A structure of composition C18H21AuN6O2S2 in a non-equilibrium geometry. Source: the OMol25 dataset; level of theory: ωB97M-V/def2-TZVPD.

Each line ends with the natural charge from an NBO analysis.
Element x y z (Å)
Au -1.1249 2.2253 -0.8330  0.93
O -3.1119 0.9548 -0.3628  -0.61
N -2.7925 -0.2452 0.0389  0.04
C -3.3699 -0.7657 1.1592  -0.01
C -3.0263 -1.9897 1.6368  -0.23
C -2.0645 -2.7722 0.9589  -0.17
C -1.4655 -2.2398 -0.1681  -0.22
C -1.7932 -0.9721 -0.6190  -0.03
S -0.9575 -0.2261 -1.9202  -0.08
H -4.1209 -0.1338 1.6066  0.24
H -3.4946 -2.3546 2.5351  0.24
H -1.8011 -3.7540 1.3119  0.23
H -0.7159 -2.7889 -0.7144  0.25
C -4.5862 3.4933 -3.2121  -0.79
S -3.4528 2.1040 -2.9018  1.28
C -3.0718 1.7252 -4.6464  -0.79
O -2.1930 2.8529 -2.4712  -0.99
H -5.4662 3.1248 -3.7270  0.24
H -4.0751 4.2441 -3.8042  0.25
H -4.8697 3.9108 -2.2511  0.25
H -3.9834 1.4021 -5.1363  0.24
H -2.3403 0.9226 -4.6660  0.26
H -2.6629 2.6056 -5.1288  0.24
C 2.2425 2.0282 -0.2008  -0.68
C 1.2969 1.6519 0.8662  0.43
N -0.0215 1.7636 0.7971  -0.54
C -0.5358 1.3067 1.9790  -0.08
C 0.4920 0.9097 2.7711  -0.07
N 1.6423 1.1379 2.0623  -0.33
C 2.9896 0.8514 2.5178  -0.04
N 3.6510 -0.0936 1.6870  -0.24
N 4.7387 0.2708 0.9486  -0.01
N 5.1292 -0.7336 0.2621  -0.19
C 4.3730 -1.8180 0.5108  0.03
C 4.4033 -3.1281 0.0263  -0.15
C 3.3920 -3.9823 0.4441  -0.22
C 2.3970 -3.5723 1.3224  -0.18
C 2.3514 -2.2682 1.8246  -0.27
C 3.3603 -1.4154 1.4285  0.16
H 1.6899 2.4035 -1.0567  0.25
H 2.8356 1.1727 -0.5178  0.26
H 2.9326 2.7981 0.1398  0.25
H -1.5890 1.3091 2.1666  0.24
H 0.4999 0.5015 3.7614  0.24
H 2.9190 0.4833 3.5491  0.23
H 3.5953 1.7660 2.4904  0.25
H 5.1985 -3.4577 -0.6214  0.24
H 3.3840 -4.9988 0.0819  0.23
H 1.6298 -4.2692 1.6156  0.22
H 1.5426 -1.9407 2.4590  0.22

## Properties
* charge: +1
* gap between HOMO and LUMO (spin up / spin down): 0.3094 / 0.2253 hartree
* molecular weight: 614.51 g/mol
* spin multiplicity: 2
* HOMO (spin up / spin down): -10.9 / -11.1 eV
* E_tot: -2109.27536 a.u.
* lowest unoccupied orbital energy (spin up / spin down): -2.5 / -5.0 eV
* maximum force: 2.183 eV/Å
* energy relative to the best compared isomer or geometry (same formula, charge and spin): 0.0000 eV
* ⟨S²⟩: 0.7699

***

# 2
The molecule C19H22N2O2. Source: the OMol25 dataset; level of theory: ωB97M-V/def2-TZVPD.

Each line ends with the natural charge from an NBO analysis.
Element x y z (Å)
C -3.2202 -0.5677 -2.5897  -0.63
C -2.3579 0.3764 -1.8098  -0.03
C -0.9806 0.4035 -1.9635  -0.19
C -0.1822 1.2434 -1.2040  -0.32
C -0.7622 2.0751 -0.2574  0.35
O -0.0907 2.9334 0.5821  -0.52
C 1.2807 2.7530 0.8304  -0.07
C 1.5704 1.5787 1.7901  -0.24
N 1.6482 0.3092 1.1231  -0.40
C 0.7190 -0.7025 1.0540  0.51
C -0.5956 -0.6563 1.7507  -0.48
C -1.5641 -1.6466 1.1085  -0.42
C -2.9814 -1.5032 1.6588  -0.05
O -3.9080 -2.3042 0.9635  -0.72
N 1.1084 -1.6994 0.3154  -0.52
C 2.3506 -1.3644 -0.1576  0.16
C 3.2169 -2.0579 -0.9937  -0.22
C 4.4201 -1.4602 -1.3066  -0.23
C 4.7677 -0.2055 -0.8041  -0.22
C 3.9213 0.5010 0.0283  -0.25
C 2.7094 -0.0922 0.3427  0.07
C -2.1504 2.0819 -0.1204  -0.27
C -2.9322 1.2453 -0.8869  -0.20
H -3.9380 -0.0169 -3.1964  0.22
H -2.6196 -1.1945 -3.2437  0.21
H -3.7810 -1.2066 -1.9080  0.23
H -0.5068 -0.2522 -2.6795  0.22
H 0.8852 1.2235 -1.3624  0.22
H 1.8529 2.6317 -0.0962  0.18
H 1.5925 3.6836 1.3128  0.20
H 2.5291 1.7648 2.2857  0.21
H 0.7868 1.5421 2.5500  0.23
H -1.0140 0.3503 1.6854  0.23
H -0.4582 -0.8980 2.8104  0.22
H -1.5849 -1.4675 0.0333  0.23
H -1.1963 -2.6619 1.2682  0.21
H -3.3324 -0.4764 1.5283  0.18
H -2.9986 -1.7437 2.7332  0.15
H -3.5912 -3.2145 0.9723  0.46
H 2.9465 -3.0282 -1.3776  0.22
H 5.1158 -1.9717 -1.9554  0.21
H 5.7214 0.2236 -1.0738  0.21
H 4.1984 1.4716 0.4140  0.21
H -2.5902 2.7499 0.6045  0.22
H -4.0048 1.2505 -0.7592  0.21

## Properties
* gap between HOMO and LUMO: 0.3305 hartree
* molecular weight: 310.40 g/mol
* spin multiplicity: 1
* HOMO: -8.2 eV
* E_tot: -997.22183 a.u.
* lowest unoccupied orbital energy: 0.7 eV
* SMILES: Cc1ccc(OCCn2c(CCCO)nc3ccccc32)cc1
* maximum force: 0.746 eV/Å
* energy relative to the best compared isomer or geometry (same formula, charge and spin): 1.3387 eV

***

# 3
A structure of composition C4H11IN in a non-equilibrium geometry. Source: the OMol25 dataset; level of theory: ωB97M-V/def2-TZVPD.

Each line ends with the natural charge from an NBO analysis.
Element x y z (Å)
C 0.4699 -2.1028 0.0611  -0.63
C 0.0348 0.8866 -1.6755  -0.59
C 0.3348 -0.8118 0.8770  -0.52
C -0.4335 0.3123 0.1028  -0.11
N -0.1698 1.6192 0.9224  -0.76
I -2.5890 -0.0662 -0.1926  0.48
H 1.5316 -2.2412 -0.4803  0.24
H -0.3232 -2.0698 -0.7539  0.21
H 0.3846 -3.0850 0.5811  0.25
H 1.0907 1.0395 -1.5979  0.23
H -0.4783 0.1084 -2.1886  0.24
H -0.3485 1.9603 -1.6558  0.21
H 1.3662 -0.4128 1.0359  0.22
H -0.3046 -1.0022 1.7654  0.22
H 0.7403 1.8606 0.7205  0.43
H -0.7249 2.4894 0.6358  0.43
H -0.5815 1.5153 1.8424  0.44

## Properties
* charge: +1
* gap between HOMO and LUMO (spin up / spin down): 0.2408 / 0.2482 hartree
* molecular weight: 200.04 g/mol
* spin multiplicity: 3
* HOMO (spin up / spin down): -10.0 / -14.3 eV
* E_tot: -510.97258 a.u.
* lowest unoccupied orbital energy (spin up / spin down): -3.4 / -7.5 eV
* maximum force: 5.538 eV/Å
* energy relative to the best compared isomer or geometry (same formula, charge and spin): 2.0233 eV
* ⟨S²⟩: 2.0054